1.
Here is a cluster of 8 separate species, C14H44ClN10O11 in total at a distorted geometry from the OMol25 dataset. Energies are from the ωB97M-V functional and the def2-TZVPD basis.

XYZ file:
```
80
C14H44ClN10O11 | the OMol25 dataset | the ωB97M-V functional and the def2-TZVPD basis
Cl 0.159 -0.499 -1.856
O -0.018 0.434 -0.786
O 0.520 -1.803 -1.433
O -0.967 -0.484 -2.792
O 1.242 0.082 -2.611
C -3.503 -4.377 -1.465
C -2.274 -3.577 -1.633
O -2.107 -2.828 -0.464
H -4.470 -4.002 -1.800
H -3.704 -4.336 -0.395
H -3.474 -5.406 -1.822
H -2.333 -3.093 -2.608
H -1.440 -4.276 -1.686
H -1.427 -2.178 -0.656
C -0.839 0.994 -6.490
O -1.131 1.256 -7.619
N 0.406 0.943 -6.067
N -1.706 0.692 -5.518
H 0.537 0.729 -5.088
H 1.212 1.028 -6.669
H -2.618 0.685 -5.952
H -1.513 0.281 -4.616
C 1.235 -3.136 -5.067
O 1.824 -3.590 -5.992
N 0.215 -2.342 -5.219
N 1.541 -3.475 -3.796
H -0.266 -2.071 -4.373
H -0.245 -2.201 -6.107
H 2.366 -4.057 -3.779
H 1.122 -3.109 -2.953
C 5.161 0.566 -0.849
O 6.351 0.425 -1.172
N 4.636 0.702 0.352
N 4.282 -0.006 -1.656
H 5.273 0.833 1.125
H 3.633 0.732 0.458
H 4.690 -0.252 -2.546
H 3.312 0.010 -1.376
C 2.319 3.423 -0.392
O 3.063 4.362 -0.116
N 1.568 2.836 0.464
N 2.046 3.105 -1.626
H 1.494 3.106 1.434
H 0.942 2.085 0.213
H 2.472 3.612 -2.389
H 1.359 2.420 -1.908
C -1.964 5.924 2.256
C -2.287 4.569 2.824
C -2.068 3.438 1.877
O -2.728 2.301 2.435
C -2.219 1.151 1.905
N -1.372 4.396 3.945
H -0.978 6.266 1.943
H -2.177 6.639 3.050
H -2.642 6.148 1.433
H -3.317 4.466 3.166
H -0.997 3.238 1.845
H -2.473 3.547 0.871
H -2.140 1.092 0.819
H -2.766 0.256 2.205
H -1.260 0.917 2.367
H -1.789 3.749 4.600
H -1.346 5.295 4.404
C -0.430 -3.185 6.133
C 0.369 -2.551 4.940
C -0.425 -1.490 4.210
O 0.240 -0.917 3.110
C 0.507 -1.772 1.966
N 1.553 -1.979 5.514
H -0.790 -2.447 6.850
H 0.060 -3.934 6.756
H -1.326 -3.660 5.736
H 0.550 -3.357 4.229
H -0.658 -0.708 4.933
H -1.413 -1.800 3.871
H -0.364 -2.327 1.617
H 1.361 -2.447 2.011
H 0.830 -1.061 1.205
H 2.048 -2.706 6.010
H 1.464 -1.298 6.255
```

Multiplicity: 2
Gap between HOMO and LUMO (alpha / beta) (eV): 8.2 / 1.8

***

2.
Here is a structure of composition C38H47GeN9O2SSr at a distorted geometry from the OMol25 dataset. Energies are from the ωB97M-V functional and the def2-TZVPD basis.

XYZ file:
```
99
C38H47GeN9O2SSr | the OMol25 dataset | the ωB97M-V functional and the def2-TZVPD basis
Sr 0.074 0.303 -0.021
N 2.604 0.582 -0.106
C 3.084 1.218 -1.383
C 2.521 2.638 -1.475
N 1.046 2.584 -1.277
C 0.429 3.943 -1.346
C -0.821 4.030 -0.513
N -0.446 3.967 0.909
C 0.511 1.721 -2.323
C 0.582 0.216 -2.003
N -0.763 -0.332 -1.870
H 3.162 -0.251 -0.033
H 2.943 1.168 0.654
H 4.169 1.166 -1.499
H 2.718 0.687 -2.225
H 2.959 3.248 -0.682
H 2.770 3.020 -2.472
H 1.151 4.657 -0.943
H 0.219 4.181 -2.396
H -1.314 4.986 -0.685
H -1.461 3.170 -0.716
H 0.426 3.466 0.992
H -1.043 3.267 1.318
H -0.506 1.949 -2.650
H 1.094 1.799 -3.247
H 1.011 -0.122 -2.923
H 1.349 0.297 -1.120
H -1.204 0.158 -2.642
H -0.831 -1.242 -2.299
C 0.351 2.392 5.386
C 0.488 2.208 3.898
N 1.067 3.031 3.138
O 1.498 4.164 3.780
C -0.109 1.007 3.278
C -0.747 -0.074 4.125
N -0.157 0.901 2.023
O -1.155 -0.091 1.587
H -0.666 2.135 5.688
H 0.569 3.421 5.654
H 1.054 1.739 5.911
H 1.794 4.728 3.060
H -0.285 -0.167 5.105
H -0.687 -0.949 3.482
H -1.821 0.130 4.194
N -4.513 0.030 1.396
C -4.216 0.761 2.516
C -4.700 0.683 3.818
C -4.307 1.681 4.683
C -3.488 2.732 4.247
C -3.014 2.797 2.954
C -3.356 1.769 2.066
N -3.133 1.622 0.694
C -3.844 0.592 0.348
C -3.989 0.042 -1.005
C -4.698 -1.079 -1.329
S -4.406 -1.549 -2.938
C -3.377 -0.185 -3.113
N -3.269 0.563 -2.059
H -5.059 -0.811 1.383
H -5.362 -0.113 4.136
H -4.672 1.673 5.703
H -3.246 3.527 4.943
H -2.427 3.639 2.618
H -5.354 -1.675 -0.710
H -2.867 0.001 -4.050
C 1.934 -0.738 -5.071
C 3.046 -0.826 -4.246
C 2.939 -1.571 -3.063
C 1.881 -2.466 -2.782
C 0.816 -2.419 -3.738
C 0.799 -1.517 -4.803
Ge 1.224 -1.656 -1.085
C 2.797 -2.270 0.152
C 2.762 -2.000 1.529
C 3.669 -2.633 2.375
C 4.588 -3.533 1.865
C 4.629 -3.822 0.512
C 3.724 -3.207 -0.360
C -0.219 -3.160 -0.721
C -1.550 -3.141 -1.156
C -2.017 -4.228 -1.907
C -1.136 -5.216 -2.338
C 0.201 -5.215 -1.944
C 0.650 -4.197 -1.104
H 1.853 0.084 -5.772
H 3.863 -0.123 -4.353
H 3.610 -1.363 -2.250
H -0.098 -2.948 -3.492
H -0.160 -1.214 -5.197
H 2.033 -1.288 1.901
H 3.635 -2.423 3.438
H 5.282 -4.032 2.530
H 5.331 -4.546 0.116
H 3.706 -3.465 -1.399
H -2.156 -2.277 -0.916
H -3.045 -4.236 -2.252
H -1.477 -5.976 -3.030
H 0.905 -5.935 -2.341
H 1.652 -4.190 -0.733
```

Multiplicity: 2
Net charge: +1
Gap between HOMO and LUMO (alpha / beta) (eV): 7.2 / 6.6